(1)
10
Properties=species:S:1:pos:R:3:nbo_charge:R:1 method="wB97M-V/def2-TZVPD" lumo_ev=-1.04 relative_energy_kj_mol=211.8 max_force_ev_per_a=2.016 total_energy_ev=-24609.755 smiles="CO/N=C/SI" mol_weight_g_mol=217.03
I -3.7094 -0.8011 0.0187 0.094
S -2.6211 1.3697 0.0932 0.056
O 1.2219 0.3486 -0.0412 -0.370
N -0.1451 0.3840 -0.0645 -0.176
C 1.5919 -1.0243 -0.0725 -0.245
C -0.8624 1.3979 0.0842 -0.125
H 1.3186 -1.5175 0.8651 0.180
H -0.5509 2.4353 0.2241 0.205
H 1.0874 -1.5366 -0.8962 0.188
H 2.6690 -1.0560 -0.2109 0.193


(2)
75
Properties=species:S:1:pos:R:3:lowdin_spin:R:1 method="wB97M-V/def2-TZVPD" lumo_ev="-1.26 / -1.44" relative_energy_kj_mol=20.0 max_force_ev_per_a=0.687 total_energy_ev=-53429.415 multiplicity=2 mol_weight_g_mol=759.86
Re -0.4501 -0.1295 -0.1674 0.808
O -1.9565 -1.1604 -3.9444 0.010
O 0.1387 1.7188 -0.5503 0.013
O -1.2269 -0.2878 -2.0475 0.044
N -0.3202 -2.1874 0.1434 0.000
N 0.4179 0.1363 1.6934 -0.003
N 3.4045 1.2801 0.7351 0.000
N -2.2663 0.2057 0.5784 0.007
N 1.4004 -0.5551 -1.2385 0.002
N 2.7429 -0.4723 -2.9516 0.004
N 3.8851 -6.2073 6.9975 0.000
C 1.2495 1.4721 -2.6627 -0.001
C 0.9997 1.1438 3.6310 0.001
C -3.4339 -1.2393 -2.0720 0.001
C 2.2256 -1.6624 -1.2041 0.003
C -0.0920 -4.3733 -0.3973 0.000
C -2.8273 2.1234 -1.0745 0.000
C 0.4654 1.2961 2.3318 0.031
C 1.2898 3.3750 -4.1566 -0.001
C 1.5904 2.0591 -3.8855 0.001
C 2.9300 -2.9096 3.6205 0.000
C 0.4022 -2.8247 1.1572 0.000
C 0.3051 3.5792 -1.9689 0.000
C -0.5844 -3.1249 -0.7818 0.012
C -2.3673 -1.4329 2.5660 0.001
C -4.0341 0.3787 1.9616 -0.002
C 0.5459 2.2238 -1.7092 0.001
C 3.3890 -5.5355 6.2086 0.000
C 0.6605 4.1413 -3.1758 0.001
C -2.8835 -0.3041 1.7344 0.009
C -3.1015 1.2460 0.1046 0.005
C 2.7711 -4.6933 5.2190 0.000
C 1.5830 -3.0670 3.3053 0.000
C 1.4208 -4.8516 4.9153 0.000
C -2.1287 -0.9044 -2.7695 0.005
C 3.5273 -3.7220 4.5680 0.000
C -4.1690 1.3607 0.9348 -0.001
C 3.0616 -1.6235 -2.2650 -0.001
C 1.3017 -0.1879 3.7715 0.026
C 1.7386 0.1553 -2.3068 0.006
C 0.9297 -0.8319 2.5559 0.001
C 0.9440 -2.1885 2.2873 -0.001
C 0.8349 -4.0448 3.9565 0.000
C 0.5383 -4.1874 0.8213 0.012
H 0.1223 2.1946 1.8419 0.001
H -4.0236 -0.3272 -1.9615 0.000
H -0.1901 4.1619 -1.2036 0.000
H -1.1101 -2.8735 -1.6883 0.000
H 4.2839 0.7826 0.8172 0.000
H -4.7188 0.1830 2.7725 0.000
H 0.4392 5.1839 -3.3648 0.000
H 1.1270 1.9278 4.3593 0.000
H -4.9650 2.0797 0.8177 0.000
H -2.4046 1.5965 -1.9259 0.000
H -0.1821 -5.2887 -0.9581 0.000
H 3.5087 -2.1521 3.1080 0.000
H -3.9926 -1.9528 -2.6716 0.000
H 3.1957 -0.1298 -3.7797 0.000
H -3.7675 2.5815 -1.3819 0.000
H 3.2915 1.8223 1.5840 0.000
H -2.1373 2.9275 -0.8153 0.000
H 2.0780 1.4648 -4.6499 0.000
H -1.7052 -2.0881 2.0142 0.000
H 1.0661 -4.9286 1.3988 0.001
H 4.5756 -3.6091 4.8085 0.000
H 3.8302 -2.2979 -2.5952 0.000
H 0.8398 -5.6035 5.4314 0.000
H -0.2147 -4.1580 3.7178 0.000
H 3.5072 1.9389 -0.0288 0.000
H -3.2659 -1.6250 -1.0659 0.000
H -3.2077 -2.0377 2.9087 0.000
H 2.1572 -2.4037 -0.4290 0.000
H 1.5408 3.8061 -5.1156 0.000
H 1.7060 -0.6772 4.6422 0.002
H -1.8339 -1.0727 3.4504 0.000